# 1
Computed, not measured: one molecule with the formula C6H7FO, with the ωB97M-V functional and the def2-TZVPD basis.

Element x y z (Å)
C: -1.147 0.494 0.703
C: -0.262 -0.055 -0.424
C: 0.761 0.839 -1.193
F: 0.972 0.676 -2.533
C: 1.204 -0.365 -0.343
C: 1.776 -1.536 -1.084
C: 2.829 -1.649 -1.822
O: 3.897 -1.707 -2.314
H: -1.450 -0.257 1.477
H: -2.014 1.145 0.193
H: -0.529 1.098 1.462
H: -0.883 -0.807 -1.009
H: 0.808 1.839 -0.883
H: 1.853 -0.127 0.633
H: 1.114 -2.429 -1.146

Computed properties:
* relative energy (zero: lowest compared OMol25 entry of this formula, charge and spin): 60.04 kcal/mol
* SMILES string: C[C@H]1[C@H](F)[C@@H]1C=C=O
* Kohn-Sham gap: 9.75 eV
* E_tot: -407.82294 Ha

# 2
Computed, not measured: C36H29BeClN2P2Se3 as an isolated structure, with the ωB97M-V functional and the def2-TZVPD basis.

Element x y z (Å)
Be: 0.178 -0.133 0.771
Se: -0.560 -3.321 2.253
P: -1.559 -2.823 0.456
Se: -0.396 -1.496 -0.877
C: -3.180 -2.054 0.737
C: -3.664 -1.026 -0.063
C: -4.886 -0.438 0.228
C: -5.629 -0.877 1.314
C: -5.155 -1.915 2.104
C: -3.931 -2.500 1.821
C: -1.941 -4.260 -0.596
C: -1.470 -5.523 -0.267
C: -1.761 -6.606 -1.087
C: -2.522 -6.428 -2.231
C: -2.998 -5.164 -2.560
C: -2.708 -4.083 -1.747
H: -3.075 -0.672 -0.901
H: -5.249 0.375 -0.386
H: -6.573 -0.404 1.550
H: -5.730 -2.259 2.953
H: -3.538 -3.282 2.458
H: -0.881 -5.648 0.633
H: -1.394 -7.590 -0.827
H: -2.748 -7.273 -2.869
H: -3.596 -5.023 -3.451
H: -3.079 -3.098 -2.005
Se: -1.197 0.291 2.464
C: -1.641 2.078 2.389
N: -1.956 3.187 2.436
Cl: 3.818 0.430 4.691
C: 3.331 -0.400 3.257
C: 4.145 -1.354 2.676
C: 3.688 -1.985 1.533
C: 2.458 -1.636 1.012
N: 1.684 -0.699 1.574
C: 2.109 -0.099 2.689
H: 5.101 -1.599 3.118
H: 4.275 -2.751 1.047
H: 2.046 -2.124 0.140
H: 1.445 0.628 3.135
C: 4.568 3.015 2.189
C: 3.271 3.300 2.597
C: 2.198 2.928 1.805
C: 2.412 2.278 0.586
C: 3.711 2.002 0.179
C: 4.785 2.369 0.982
P: 0.941 1.675 -0.294
C: 1.461 1.353 -2.009
C: 2.244 0.228 -2.273
C: 2.650 -0.063 -3.564
C: 2.267 0.764 -4.611
C: 1.479 1.876 -4.360
C: 1.076 2.173 -3.066
C: -0.182 3.081 -0.435
C: 0.244 4.406 -0.397
C: -0.671 5.430 -0.577
C: -2.009 5.135 -0.810
C: -2.432 3.817 -0.871
C: -1.521 2.791 -0.680
H: 5.407 3.300 2.810
H: 3.094 3.806 3.537
H: 1.186 3.140 2.136
H: 3.896 1.507 -0.766
H: 5.794 2.151 0.656
H: 2.526 -0.437 -1.465
H: 3.253 -0.941 -3.755
H: 2.576 0.535 -5.622
H: 1.171 2.517 -5.175
H: 0.453 3.038 -2.883
H: 1.289 4.639 -0.231
H: -0.342 6.460 -0.537
H: -2.724 5.938 -0.933
H: -3.476 3.585 -1.032
H: -1.855 1.759 -0.702

Computed properties:
* relative energy (zero: lowest compared OMol25 entry of this formula, charge and spin): 0.00 kcal/mol
* Kohn-Sham gap: 7.52 eV
* E_tot: -9860.88239 Ha

# 3
Computed, not measured: a 3-piece molecular cluster, C5H18NO2 overall, with the ωB97M-V functional and the def2-TZVPD basis.

Element x y z (Å)
C: 1.065 -1.434 -0.500
C: 0.280 -0.093 -0.353
C: -1.196 -0.145 -0.786
C: -1.280 0.071 -2.302
C: -1.903 -1.450 -0.342
N: 0.443 0.405 1.053
H: 0.916 -2.069 0.375
H: 2.090 -1.152 -0.658
H: 0.636 -2.016 -1.308
H: 0.870 0.463 -1.066
H: -1.771 0.668 -0.344
H: -2.231 0.541 -2.517
H: -1.140 -0.810 -2.936
H: -0.510 0.737 -2.681
H: -2.485 -1.325 0.572
H: -1.213 -2.275 -0.336
H: -2.656 -1.700 -1.085
H: 0.668 1.398 1.018
H: 1.130 -0.147 1.585
H: -0.428 0.250 1.552
H: 2.495 -1.643 3.359
H: 3.000 -0.210 3.407
O: 2.183 -0.728 3.392
H: -0.049 3.243 -1.678
H: -0.937 3.110 -0.397
O: -0.049 3.011 -0.746

Computed properties:
* relative energy (zero: lowest compared OMol25 entry of this formula, charge and spin): 14.37 kcal/mol
* Kohn-Sham gap: 12.21 eV
* E_tot: -406.29891 Ha
* net charge: +1

# 4
Computed, not measured: an isolated ion of composition CH4N4 and charge +2, with the ωB97M-V functional and the def2-TZVPD basis.

Element x y z (Å)
C: -0.063 0.024 0.030
N: -2.571 -0.013 0.029
N: -1.485 0.059 0.021
N: 0.486 1.169 0.045
N: 0.520 -1.137 0.047
H: 0.184 2.146 0.095
H: 1.481 0.913 -0.096
H: -0.081 -1.832 -0.432
H: 1.529 -1.329 0.260

Computed properties:
* relative energy (zero: lowest compared OMol25 entry of this formula, charge and spin): 0.00 kcal/mol
* spin multiplicity: 3
* Kohn-Sham gap (spin up / spin down): 8.84 / 9.35 eV
* E_tot: -258.57112 Ha
* net charge: +2

# 5
Computed, not measured: C23H26N2OPPdSe2 as an isolated structure, with the ωB97M-V functional and the def2-TZVPD basis.

Element x y z (Å)
Pd: 1.032 -0.244 0.998
Se: 0.710 -1.361 -1.294
P: -1.055 -0.128 -0.881
Se: -1.380 0.420 1.210
C: -0.960 1.342 -1.969
C: -0.729 1.091 -3.316
C: -0.699 2.141 -4.212
C: -0.896 3.438 -3.762
C: -1.126 3.685 -2.418
C: -1.160 2.636 -1.512
C: -2.553 -0.987 -1.461
C: -2.528 -2.319 -1.846
C: -3.702 -2.935 -2.240
C: -4.890 -2.223 -2.245
C: -4.913 -0.894 -1.846
C: -3.746 -0.273 -1.447
H: -0.574 0.071 -3.650
H: -0.541 1.947 -5.262
H: -0.873 4.258 -4.464
H: -1.299 4.695 -2.077
H: -1.343 2.820 -0.461
H: -1.593 -2.866 -1.841
H: -3.686 -3.971 -2.544
H: -5.803 -2.704 -2.561
H: -5.842 -0.344 -1.846
H: -3.749 0.760 -1.120
O: 1.948 1.369 2.654
C: 2.789 0.448 3.331
C: 2.099 -0.164 4.551
C: 0.742 -0.799 4.207
C: 0.889 -2.122 3.518
C: 0.982 -3.290 4.271
C: 1.085 -4.512 3.633
C: 1.101 -4.532 2.247
C: 1.026 -3.333 1.566
N: 0.927 -2.155 2.181
H: 1.675 2.059 3.274
H: 3.715 0.947 3.648
H: 3.055 -0.317 2.581
H: 1.929 0.626 5.285
H: 2.763 -0.902 5.003
H: 0.168 -0.116 3.563
H: 0.180 -0.952 5.129
H: 0.954 -3.218 5.345
H: 1.140 -5.428 4.201
H: 1.165 -5.453 1.692
H: 1.039 -3.330 0.479
C: 2.802 3.014 -2.996
C: 2.367 3.476 -1.602
C: 2.116 2.352 -0.759
N: 1.928 1.420 -0.117
H: 2.953 3.881 -3.634
H: 2.036 2.380 -3.437
H: 3.731 2.451 -2.936
H: 1.445 4.060 -1.669
H: 3.147 4.087 -1.141

Computed properties:
* spin multiplicity: 3
* Kohn-Sham gap (spin up / spin down): 8.73 / 6.73 eV
* E_tot: -6348.72569 Ha
* net charge: +1

# 6
Computed, not measured: a 17-piece molecular cluster, C50H88NO39 overall, with the ωB97M-V functional and the def2-TZVPD basis.

Element x y z (Å)
C: -0.102 0.746 -3.260
C: 0.577 0.517 -1.870
C: 0.092 1.777 -1.079
C: 0.468 1.722 0.420
C: -0.190 0.495 1.018
C: 0.002 -0.864 0.342
N: 0.066 -0.700 -1.151
O: 0.080 -1.739 -1.795
C: -1.113 -1.793 0.725
C: 1.370 -1.500 0.800
C: 2.087 0.521 -1.975
H: -0.046 1.748 -3.674
H: -1.117 0.350 -3.250
H: 0.408 0.159 -4.031
H: -0.989 1.871 -1.205
H: 0.446 2.760 -1.393
H: 0.088 2.626 0.896
H: 1.534 1.690 0.657
H: -1.243 0.783 1.074
H: 0.156 0.444 2.053
H: -1.302 -1.859 1.799
H: -0.924 -2.829 0.442
H: -2.101 -1.547 0.333
H: 1.633 -2.354 0.180
H: 1.252 -1.801 1.841
H: 2.157 -0.746 0.854
H: 2.557 0.572 -0.997
H: 2.504 1.369 -2.523
H: 2.441 -0.257 -2.656
C: 4.679 -4.945 -1.237
C: 5.477 -5.816 -0.251
O: 4.785 -5.649 0.977
C: 3.660 -4.926 0.803
O: 2.879 -4.679 1.676
O: 3.613 -4.448 -0.427
H: 4.342 -5.466 -2.133
H: 5.245 -4.103 -1.632
H: 6.476 -5.386 -0.183
H: 5.571 -6.846 -0.588
C: 2.750 -1.249 -5.642
C: 2.997 -2.448 -6.471
O: 3.844 -3.262 -5.687
C: 4.261 -2.601 -4.587
O: 5.088 -3.020 -3.840
O: 3.570 -1.451 -4.521
H: 1.695 -1.292 -5.358
H: 2.899 -0.254 -6.057
H: 3.448 -2.236 -7.442
H: 2.123 -3.073 -6.655
C: -4.642 -0.258 1.382
C: -6.095 0.128 1.381
O: -5.991 1.555 1.406
C: -4.701 1.972 1.440
O: -4.341 3.109 1.423
O: -3.872 0.914 1.496
H: -4.235 -0.789 0.522
H: -4.472 -0.938 2.218
H: -6.598 -0.251 2.267
H: -6.506 -0.267 0.452
C: -1.185 -2.326 -7.919
C: -0.580 -3.691 -7.786
O: -0.653 -4.000 -6.412
C: -0.687 -2.818 -5.759
O: -0.607 -2.706 -4.570
O: -0.752 -1.803 -6.650
H: -2.263 -2.337 -8.071
H: -0.681 -1.856 -8.760
H: 0.393 -3.698 -8.287
H: -1.068 -4.492 -8.344
C: 0.483 3.010 7.008
C: 0.565 1.489 7.087
O: 0.623 1.124 5.730
C: 0.933 2.168 4.966
O: 1.236 2.165 3.811
O: 1.005 3.265 5.721
H: 1.116 3.513 7.738
H: -0.501 3.474 7.089
H: -0.294 1.141 7.664
H: 1.379 1.112 7.709
C: -1.843 4.720 3.456
C: -2.305 3.311 3.883
O: -3.648 3.539 4.282
C: -3.904 4.840 4.437
O: -4.917 5.309 4.843
O: -2.866 5.550 3.992
H: -1.758 4.865 2.381
H: -0.914 5.005 3.949
H: -1.728 2.770 4.632
H: -2.301 2.679 2.994
C: -2.984 -4.200 3.983
C: -2.313 -5.275 3.096
O: -2.746 -5.001 1.760
C: -3.569 -3.931 1.786
O: -4.119 -3.416 0.857
O: -3.611 -3.384 3.007
H: -2.318 -3.613 4.605
H: -3.809 -4.741 4.447
H: -2.472 -6.294 3.446
H: -1.221 -5.223 3.090
C: -5.296 1.870 -3.160
C: -4.206 2.698 -2.486
O: -3.353 1.730 -1.888
C: -3.753 0.514 -2.223
O: -3.243 -0.464 -1.759
O: -4.848 0.519 -3.043
H: -5.518 2.175 -4.181
H: -6.231 1.930 -2.599
H: -4.608 3.388 -1.745
H: -3.708 3.327 -3.224
C: 6.475 0.918 -1.325
C: 5.579 -0.307 -1.514
O: 4.784 -0.297 -0.332
C: 5.316 0.537 0.579
O: 4.931 0.604 1.707
O: 6.297 1.270 0.025
H: 6.148 1.718 -1.993
H: 7.508 0.741 -1.621
H: 6.182 -1.217 -1.526
H: 5.010 -0.307 -2.441
C: -3.733 0.227 -6.092
C: -3.613 0.355 -7.625
O: -2.376 0.988 -7.740
C: -1.931 1.471 -6.553
O: -0.897 2.034 -6.412
O: -2.881 1.243 -5.606
H: -3.381 -0.777 -5.854
H: -4.778 0.338 -5.812
H: -4.456 0.867 -8.089
H: -3.614 -0.663 -8.012
C: 2.133 5.873 0.733
C: 3.089 6.550 -0.232
O: 3.518 5.514 -1.094
C: 3.190 4.316 -0.615
O: 3.633 3.261 -0.943
O: 2.320 4.497 0.426
H: 1.069 6.051 0.582
H: 2.459 6.071 1.752
H: 3.977 6.888 0.301
H: 2.687 7.317 -0.890
O: 0.256 -4.995 -0.035
H: 0.795 -5.051 -0.828
H: 0.878 -4.759 0.664
C: 5.011 -0.684 4.898
C: 3.508 -0.608 5.124
O: 2.885 -0.544 3.850
H: 5.484 0.115 4.329
H: 5.294 -1.616 4.406
H: 5.446 -0.727 5.900
H: 3.220 0.304 5.658
H: 3.149 -1.434 5.738
H: 3.436 -0.064 3.226
C: 0.567 -4.043 5.752
C: 1.145 -3.287 4.546
O: 0.503 -2.010 4.593
H: -0.500 -4.019 5.977
H: 1.006 -3.547 6.621
H: 0.810 -5.104 5.675
H: 0.868 -3.815 3.629
H: 2.225 -3.153 4.521
H: 1.134 -1.296 4.429
C: -4.043 -0.083 5.146
C: -2.664 -0.623 5.430
O: -1.799 -0.570 4.309
H: -4.096 0.998 5.000
H: -4.750 -0.476 5.874
H: -4.372 -0.390 4.150
H: -2.708 -1.620 5.878
H: -2.262 -0.001 6.242
H: -1.022 -1.122 4.498
C: -1.475 5.416 -2.502
C: -1.259 5.242 -3.995
O: -0.947 3.857 -4.147
H: -1.802 6.438 -2.285
H: -0.556 5.357 -1.919
H: -2.255 4.750 -2.140
H: -0.344 5.738 -4.329
H: -2.097 5.532 -4.630
H: -0.411 3.701 -4.930

Computed properties:
* Kohn-Sham gap: 6.98 eV
* E_tot: -4946.87038 Ha
* net charge: +1

Question: What is the formula in the sixth record?
Answer: C50H88NO39